The following is a DFT calculation (ωB97M-V/def2-TZVPD) of a structure of composition C25H43Cl2FN5O2RuS.

Geometry (Å):
1 Ru 0.5580 0.5349 -0.0462
2 Cl -0.8034 5.3066 0.4559
3 Cl -0.0292 3.6239 -1.8013
4 S -0.4046 -2.9277 0.2860
5 F 6.2371 -1.9017 0.8529
6 O -3.0067 1.8903 -4.0088
7 O -0.4578 -1.5045 -0.2738
8 N -2.9649 0.5761 -5.8490
9 N 0.3501 0.4970 -2.3429
10 N -0.0426 0.1771 2.3145
11 N -1.7931 1.0180 0.2585
12 N 1.2284 2.4943 1.1399
13 C 0.7524 1.1153 3.1251
14 C 2.4312 -0.3630 0.4841
15 C 4.8294 -0.2243 0.0309
16 C -0.5603 5.2504 -1.2908
17 C 0.7670 2.5159 2.5460
18 C 5.0120 -1.3980 0.7369
19 C -2.0351 -0.2458 -8.0105
20 C 0.5738 -5.3433 -0.6033
21 C 1.3167 0.2683 -4.5034
22 C 0.5571 -3.8532 -0.9102
23 C -1.0339 0.6773 -4.2904
24 C -2.5375 -3.4615 -1.4333
25 C 2.6824 -1.5357 1.2081
26 C -2.2164 1.1894 1.6624
27 C -2.0585 -3.5878 0.0051
28 C 3.5428 0.2851 -0.0753
29 C -2.4721 -0.5831 -6.5922
30 C -4.1364 2.4971 -6.9140
31 C 1.4181 0.2740 -3.1272
32 C 0.0783 0.4823 -5.0932
33 C 3.9533 -2.0630 1.3411
34 C -0.8370 0.6852 -2.9181
35 C -4.2643 1.1268 -6.2640
36 C -1.4964 0.1770 2.5386
37 C -2.4288 1.0780 -4.7228
38 H 1.3223 -5.8250 -1.2305
39 H -4.9088 1.1904 -5.3884
40 H 1.5492 -3.4057 -0.8217
41 H -1.9864 2.2083 1.9652
42 H -2.0382 -4.1696 -2.0926
43 H 3.4169 1.2185 -0.6236
44 H -0.0044 0.5199 -6.1714
45 H 0.8405 -5.5404 0.4359
46 H -2.6844 -3.0224 0.6980
47 H -3.2935 1.0598 1.7795
48 H -1.7418 0.3634 3.5879
49 H -1.6861 0.9022 -2.2874
50 H 0.1623 -3.6111 -1.8972
51 H 1.4111 3.1414 3.1659
52 H 1.8696 -2.0692 1.6958
53 H 0.3090 -0.7574 2.4858
54 H 5.6823 0.2745 -0.4101
55 H -2.1949 0.1621 -0.1174
56 H -1.4976 5.4599 -1.7905
57 H 1.7742 0.7326 3.1451
58 H -0.3834 -5.8192 -0.8129
59 H 0.2112 5.9611 -1.5576
60 H -0.2234 2.9658 2.5713
61 H -1.6862 -1.1452 -8.5175
62 H 2.2036 0.1161 -5.1025
63 H -2.0382 -4.6180 0.3639
64 H 2.3676 0.1128 -2.6333
65 H -4.7066 0.4121 -6.9572
66 H 2.2442 2.4494 1.1223
67 H 0.9629 3.3577 0.6730
68 H -3.7082 3.2125 -6.2133
69 H -1.8599 -0.8223 2.2908
70 H -5.1215 2.8580 -7.2091
71 H -2.1460 1.7849 -0.3086
72 H -2.8641 0.1606 -8.5894
73 H -3.5085 2.4548 -7.8044
74 H 4.1490 -2.9660 1.9046
75 H -3.6051 -3.6732 -1.4766
76 H 0.3902 1.1583 4.1562
77 H -2.3757 -2.4508 -1.8093
78 H -1.2325 0.4942 -8.0180
79 H -1.6636 -1.0515 -6.0354
80 H -3.2788 -1.3191 -6.6278

Output
charge	+2
spin multiplicity	6
maximum force	0.287	eV/A
energy	-79332.7313	eV
ΔE to the lowest compared entry with this formula, charge and spin	0.0	kcal/mol
HOMO level (alpha / beta)	-12.98 / -13.79	eV


The following is a DFT calculation (ωB97M-V/def2-TZVPD) of a cluster of 4 separate species, CH10NO3 in total in a non-equilibrium geometry.

Geometry (Å):
1 O 2.9782 0.1284 0.4786
2 O -3.0266 -1.0828 -2.3931
3 O -0.6276 0.2073 -1.2422
4 N 0.4707 0.2532 1.4239
5 C 0.3281 0.7248 2.5892
6 H 1.2102 0.9664 3.1709
7 H 1.4437 0.0185 1.0572
8 H -0.6413 0.7917 3.0604
9 H 3.3506 -0.5657 -0.0876
10 H 3.6850 0.2646 1.1266
11 H -1.4325 -0.2660 -1.5248
12 H -2.6834 -0.9064 -3.2778
13 H -3.9372 -1.3434 -2.5761
14 H -0.1831 0.2798 -2.0962
15 H -0.2048 0.2952 0.6595

Output
charge	+1
maximum force	1.481	eV/A
energy	-8825.0647	eV
ΔE to the lowest compared entry with this formula, charge and spin	2.3	kcal/mol
HOMO level	-14.92	eV


The following is a DFT calculation (ωB97M-V/def2-TZVPD) of an isolated molecule of C3H4S2 in a non-equilibrium geometry.

Geometry (Å):
1 S 1.4487 -1.5724 -0.0133
2 S -0.0603 2.1082 0.6850
3 C 0.0724 0.4762 0.2783
4 C -0.9990 -0.2850 -0.3891
5 C 1.3303 0.0041 0.4846
6 H -1.2660 -1.3769 -0.1218
7 H -0.7626 -0.1415 -1.4530
8 H 2.1907 0.4833 0.9637
9 H -1.9540 0.3040 -0.4343

Output
charge	0
maximum force	5.681	eV/A
energy	-24843.9757	eV
ΔE to the lowest compared entry with this formula, charge and spin	38.4	kcal/mol
HOMO level	-8.99	eV